[1]
Molecular formula: C4H4FNO
Method: DFT, wB97M-V/def2-TZVPD

Last column: Mulliken charge in e.
Cartesian coordinates (Å):
O: 2.310 -0.357 0.084  -0.538
C: 0.875 -0.180 -0.020  1.067
C: 0.484 1.111 -0.042  -1.104
N: -1.007 1.044 -0.023  -0.070
C: -1.298 -0.189 -0.142  0.259
F: -2.629 -0.567 0.067  -0.280
C: -0.205 -1.077 0.025  -0.702
H: 2.638 -1.280 -0.139  0.317
H: 0.915 2.045 -0.024  0.458
H: -1.830 1.665 0.348  0.312
H: -0.253 -2.214 -0.133  0.282

For the gap between HOMO and LUMO, the calculation gives 9.16 eV. The total charge is 0. The value obtained for the electronic energy is -384.6111 Ha. Its energy above the lowest of the compared OMol25 structures with the same formula, charge and spin is 1.753 eV. For the LUMO energy, the calculation gives 0.871 eV.


[2]
Molecular formula: C4H4FNS2
Method: DFT, wB97M-V/def2-TZVPD

Last column: Mulliken charge in e.
Cartesian coordinates (Å):
F: 2.558 0.481 -0.210  -0.257
C: 1.375 -0.085 -0.199  0.412
C: 1.013 -1.390 -0.193  -0.522
C: -0.408 -1.419 -0.177  -0.208
C: -0.869 -0.119 -0.179  -0.279
S: -2.519 0.445 -0.286  -0.257
N: 0.245 0.716 -0.198  0.036
S: 0.272 2.415 -0.280  -0.090
H: 1.693 -2.237 -0.149  0.393
H: -1.020 -2.276 -0.167  0.501
H: -2.678 0.819 1.013  0.131
H: 0.337 2.651 1.026  0.139

For the gap between HOMO and LUMO, the calculation gives 9.06 eV. The total charge is 0. The value obtained for the electronic energy is -1105.7797 Ha. Its energy above the lowest of the compared OMol25 structures with the same formula, charge and spin is 0.619 eV. For the LUMO energy, the calculation gives 0.535 eV.


Question: The lowest electronic energy belongs to which entry?
Answer: C4H4FNS2


Question: Which of these has the highest electronic energy?
Answer: C4H4FNO


Copy entry 2 word for word.
Molecular formula: C4H4FNS2
Method: DFT, wB97M-V/def2-TZVPD

Last column: Mulliken charge in e.
Cartesian coordinates (Å):
F: 2.558 0.481 -0.210  -0.257
C: 1.375 -0.085 -0.199  0.412
C: 1.013 -1.390 -0.193  -0.522
C: -0.408 -1.419 -0.177  -0.208
C: -0.869 -0.119 -0.179  -0.279
S: -2.519 0.445 -0.286  -0.257
N: 0.245 0.716 -0.198  0.036
S: 0.272 2.415 -0.280  -0.090
H: 1.693 -2.237 -0.149  0.393
H: -1.020 -2.276 -0.167  0.501
H: -2.678 0.819 1.013  0.131
H: 0.337 2.651 1.026  0.139

For the gap between HOMO and LUMO, the calculation gives 9.06 eV. The total charge is 0. The value obtained for the electronic energy is -1105.7797 Ha. Its energy above the lowest of the compared OMol25 structures with the same formula, charge and spin is 0.619 eV. For the LUMO energy, the calculation gives 0.535 eV.